Molecular formula: C10H21AgAs2F15O7V
Method: DFT, wB97M-V/def2-TZVPD

CARTESIAN COORDINATES (ANGSTROEM)
O 16.007 -10.726 -17.298
V 17.053 -10.135 -16.295
Ag 20.229 -8.513 -16.795
As 22.222 -10.468 -19.996
F 22.969 -11.148 -21.465
F 20.580 -10.416 -20.761
F 21.459 -9.660 -18.534
F 23.810 -10.402 -19.060
F 22.563 -8.832 -20.790
F 21.861 -12.093 -19.352
As 17.127 -6.348 -17.193
F 17.044 -5.931 -15.439
F 15.435 -5.861 -17.488
F 17.244 -6.827 -18.926
F 18.832 -6.860 -17.000
F 16.575 -8.005 -16.727
F 17.715 -4.688 -17.610
O 18.570 -9.629 -17.656
H 18.660 -9.830 -18.608
C 19.094 -8.517 -13.620
O 19.954 -7.631 -14.347
O 18.478 -9.168 -14.714
C 19.705 -9.195 -12.363
F 20.745 -9.888 -12.713
F 20.095 -8.219 -11.424
F 18.869 -10.060 -11.837
C 20.058 -6.327 -13.749
C 20.897 -5.304 -14.495
H 20.421 -5.058 -15.445
H 21.019 -4.355 -13.972
H 21.884 -5.663 -14.786
H 20.640 -6.447 -12.835
H 19.126 -5.814 -13.512
H 18.258 -7.966 -13.189
C 18.173 -12.567 -18.575
O 18.189 -12.465 -17.108
C 17.732 -13.628 -16.443
C 17.532 -13.218 -14.965
O 16.875 -12.005 -14.963
C 16.187 -11.762 -13.778
C 15.063 -10.813 -13.979
O 15.396 -9.803 -14.931
C 14.363 -8.728 -15.027
H 18.613 -11.708 -19.082
H 17.148 -12.769 -18.888
H 18.701 -13.387 -19.062
H 18.395 -14.493 -16.437
H 16.854 -14.030 -16.949
H 18.550 -13.400 -14.621
H 16.928 -13.981 -14.475
H 16.850 -11.224 -13.100
H 16.031 -12.725 -13.291
H 14.882 -10.391 -12.990
H 14.293 -11.448 -14.417
H 13.463 -8.958 -14.456
H 13.942 -8.677 -16.031
H 14.860 -7.803 -14.736

DFT total energy in eV: -217172.7812
Total charge: -1
Spin multiplicity: 4